<P>
Below is 2 unconnected molecules or ions with the total composition C4H12S, with properties calculated with ωB97M-V/def2-TZVPD.

Last column: Löwdin charge in e.
CARTESIAN COORDINATES (ANGSTROEM)
S 2.026 0.127 0.025  0.6787
C -3.009 -1.270 0.956  -0.1818
C 1.018 1.165 -1.090  -0.6000
C -2.965 -1.020 2.453  -0.1698
C 1.565 1.060 -2.518  -0.1853
H 1.139 -0.398 0.868  -0.1830
H 1.136 2.185 -0.730  0.0494
H -2.419 -1.819 2.942  0.0593
H -2.506 -0.067 2.699  0.0584
H 2.337 0.292 -2.585  0.0459
H 1.972 1.992 -2.908  0.0652
H -3.974 -1.032 2.871  0.0624
H -2.064 -0.998 0.452  0.0516
H -3.882 -0.942 0.397  0.0607
H -2.846 -2.332 0.698  0.0629
H -0.036 0.913 -0.984  0.0583
H 0.752 0.808 -3.206  0.0671

Output
Lowest unoccupied orbital energy ... 0.824 eV
HOMO energy ... -9.0 eV
SMILES ... CCS.CC
Frontier orbital gap ... 9.79 eV

---

<Q>
Below is 2 unconnected molecules or ions with the total composition C4H12S, with properties calculated with ωB97M-V/def2-TZVPD.

Last column: Löwdin charge in e.
CARTESIAN COORDINATES (ANGSTROEM)
S -2.693 2.100 -1.387  0.7234
C -3.118 0.974 -0.041  -0.4423
C -0.936 1.723 -1.654  -0.4240
C 1.703 -1.646 1.455  -0.1760
C 2.846 -1.393 0.500  -0.1856
H -4.194 0.733 -0.314  0.0421
H 2.099 -2.112 2.390  0.0739
H 1.013 -2.389 1.076  0.0555
H 1.202 -0.725 1.715  0.0531
H -3.043 1.381 0.946  0.0195
H -0.550 0.991 -0.954  0.0278
H -0.502 2.732 -1.580  0.0186
H -2.640 0.031 -0.191  0.0167
H 2.709 -1.811 -0.508  0.0662
H 3.774 -1.666 0.990  0.0568
H 3.036 -0.354 0.226  0.0559
H -0.706 1.432 -2.668  0.0185

Output
Lowest unoccupied orbital energy ... 0.882 eV
HOMO energy ... -8.4 eV
SMILES ... CSC.CC
Frontier orbital gap ... 9.28 eV

---

<R>
Below is 2 unconnected molecules or ions with the total composition C4H12S, with properties calculated with ωB97M-V/def2-TZVPD.

Last column: Löwdin charge in e.
CARTESIAN COORDINATES (ANGSTROEM)
S 1.592 -1.483 0.623  0.7299
C -2.801 2.916 -0.732  -0.1691
C -1.974 3.110 0.540  -0.1715
C -0.006 -2.225 0.339  -0.4527
C 2.219 -1.130 -1.022  -0.4490
H -0.667 -1.985 1.160  0.0224
H -1.007 2.635 0.418  0.0541
H -3.324 1.954 -0.717  0.0610
H -0.472 -1.902 -0.599  0.0398
H -3.540 3.700 -0.865  0.0568
H -1.825 4.163 0.777  0.0588
H 1.622 -0.464 -1.654  0.0396
H -2.163 2.879 -1.603  0.0532
H -2.376 2.666 1.450  0.0576
H 3.173 -0.662 -0.819  0.0168
H 0.083 -3.300 0.242  0.0221
H 2.399 -2.054 -1.568  0.0303

Output
Lowest unoccupied orbital energy ... 0.880 eV
HOMO energy ... -8.5 eV
SMILES ... CSC.CC
Frontier orbital gap ... 9.35 eV

---

Stability, highest: <R>

---

<P>
Below is 2 unconnected molecules or ions with the total composition C4H12S, with properties calculated with ωB97M-V/def2-TZVPD.

Last column: Löwdin charge in e.
CARTESIAN COORDINATES (ANGSTROEM)
S -0.928 1.848 1.671  0.7476
C 0.490 -1.894 -1.638  -0.1690
C 0.055 -2.035 -0.197  -0.1737
C -1.315 1.802 -0.093  -0.4323
C 0.845 1.697 1.746  -0.4736
H 1.403 2.448 1.184  0.0351
H -0.535 1.867 -0.854  0.0437
H 0.234 -3.011 0.282  0.0668
H 0.485 -1.266 0.438  0.0404
H 1.328 0.767 1.426  0.0236
H 1.097 1.857 2.789  0.0209
H -1.872 0.890 -0.257  0.0096
H 0.533 -0.842 -1.916  0.0544
H -1.976 2.647 -0.284  0.0188
H -1.033 -2.057 -0.069  0.0642
H -0.234 -2.316 -2.335  0.0601
H 1.422 -2.404 -1.894  0.0635

Output
Lowest unoccupied orbital energy ... 0.992 eV
HOMO energy ... -8.5 eV
SMILES ... CSC.CC
Frontier orbital gap ... 9.45 eV

---

<Q>
Below is 2 unconnected molecules or ions with the total composition C4H12S, with properties calculated with ωB97M-V/def2-TZVPD.

Last column: Löwdin charge in e.
CARTESIAN COORDINATES (ANGSTROEM)
S -0.739 -0.382 0.929  0.6928
C -2.991 1.193 0.684  -0.1973
C 3.349 0.429 -1.401  -0.1761
C 2.960 -0.933 -0.827  -0.1717
C -2.211 0.104 -0.020  -0.6180
H -3.770 1.580 0.036  0.0662
H -2.835 -0.760 -0.246  0.0603
H 3.072 0.539 -2.447  0.0573
H -3.440 0.875 1.627  0.0693
H 2.195 -1.340 -1.497  0.0607
H 2.492 -0.833 0.148  0.0435
H 2.848 1.243 -0.856  0.0590
H -1.846 0.489 -0.974  0.0651
H 4.390 0.755 -1.271  0.0613
H -2.371 2.032 0.956  0.0578
H 0.187 -0.117 0.019  -0.1909
H 3.755 -1.673 -0.851  0.0608

Output
Lowest unoccupied orbital energy ... 0.951 eV
HOMO energy ... -9.1 eV
SMILES ... CCS.CC
Frontier orbital gap ... 10.00 eV

---

Stability, highest: <Q>

---

<P>
Below is 2 unconnected molecules or ions with the total composition C3H3ClIN, with properties calculated with ωB97M-V/def2-TZVPD.

Last column: Löwdin charge in e.
CARTESIAN COORDINATES (ANGSTROEM)
I -2.256 0.998 -0.293  0.8240
Cl -1.247 -2.703 -0.237  0.1984
N 0.917 1.324 -3.011  0.1745
C 0.829 1.061 -0.494  -0.2462
C -0.260 1.101 0.266  -0.6202
C 0.896 1.148 -1.866  -0.2779
H 1.810 0.987 -0.155  0.0918
H -0.713 -2.665 0.990  -0.1896
H -0.364 1.098 1.400  0.0453

Output
Lowest unoccupied orbital energy ... -0.104 eV
HOMO energy ... -9.6 eV
SMILES ... N#C/C=C\I.Cl
Frontier orbital gap ... 9.49 eV

---

<Q>
Below is C3H3ClIN in the gas phase, with properties calculated with ωB97M-V/def2-TZVPD.

Last column: Löwdin charge in e.
CARTESIAN COORDINATES (ANGSTROEM)
I -2.513 -0.118 0.059  0.6948
Cl 2.197 -0.470 0.064  0.6306
N 0.013 -3.461 -0.070  0.1823
C -0.370 0.107 -0.556  -0.6216
C 0.190 -2.329 -0.082  -0.3045
C 0.474 -0.938 0.160  -0.8628
H -0.417 -0.027 -1.696  0.0762
H 0.195 -0.753 1.302  0.1328
H 0.062 1.096 -0.143  0.0723

Output
Lowest unoccupied orbital energy ... -0.342 eV
HOMO energy ... -10.1 eV
SMILES ... N#C[C@@H](Cl)CI
Frontier orbital gap ... 9.78 eV

---

Stability, highest: <Q>

---

<P>
Below is 2 unconnected molecules or ions with the total composition C3HO3S, with properties calculated with ωB97M-V/def2-TZVPD.

Last column: Löwdin charge in e.
CARTESIAN COORDINATES (ANGSTROEM)
S -1.237 0.887 -1.731  0.7368
O 1.187 -0.199 -1.967  -0.0199
O -0.060 -2.196 1.054  0.0454
O -0.896 1.145 1.276  -0.2130
C 0.160 0.254 -1.541  -0.9083
C -0.014 0.301 1.095  -0.5726
C -0.127 -1.004 1.005  -0.1990
H 0.987 0.813 0.809  0.1307

Output
Lowest unoccupied orbital energy ... 3.404 eV
Net charge ... -1
HOMO energy ... -2.2 eV
Frontier orbital gap ... 5.59 eV

---

<Q>
Below is 2 unconnected molecules or ions with the total composition C3HO3S, with properties calculated with ωB97M-V/def2-TZVPD.

Last column: Löwdin charge in e.
CARTESIAN COORDINATES (ANGSTROEM)
S -1.047 -0.304 1.433  0.5757
O 1.938 0.827 1.429  -0.0800
O 1.237 -0.293 -1.500  -0.0335
O -0.778 0.774 -1.468  -0.0261
C -0.854 -0.892 -0.073  -0.4992
C 0.083 -0.039 -1.175  -0.7970
C 1.007 1.265 2.008  -0.1365
H -1.585 -1.339 -0.653  -0.0035

Output
Lowest unoccupied orbital energy ... 3.670 eV
Net charge ... -1
HOMO energy ... -3.6 eV
Frontier orbital gap ... 7.32 eV

---

Stability, highest: <Q>

---

<P>
Below is a gas-phase ion, C3HO3S (charge -1), with properties calculated with ωB97M-V/def2-TZVPD.

Last column: Löwdin charge in e.
CARTESIAN COORDINATES (ANGSTROEM)
S 1.385 -1.637 -1.609  0.5241
O 0.707 0.275 1.235  0.0160
O -0.198 1.768 -0.326  0.0541
O 1.744 -1.498 2.284  -0.0411
C 0.648 1.069 0.149  -0.4308
C 1.398 -1.041 1.181  -0.6071
C 1.711 -1.221 -0.090  -0.6289
H 1.615 1.023 -0.379  0.1137

Output
Lowest unoccupied orbital energy ... 3.535 eV
Net charge ... -1
HOMO energy ... -2.9 eV
SMILES ... O=COC([O-])=C=S
Frontier orbital gap ... 6.48 eV

---

<Q>
Below is a gas-phase ion, C3HO3S (charge -1), with properties calculated with ωB97M-V/def2-TZVPD.

Last column: Löwdin charge in e.
CARTESIAN COORDINATES (ANGSTROEM)
S -1.729 0.378 -1.131  0.7917
O 1.948 -0.228 0.609  -0.0299
O 0.881 -1.858 -0.659  -0.0027
O -1.621 0.447 1.597  0.0478
C -1.124 0.480 0.523  -0.8006
C -0.008 0.347 -0.302  -0.3710
C 1.127 -0.797 -0.127  -0.7181
H 0.526 1.232 -0.510  0.0829

Output
Lowest unoccupied orbital energy ... 3.402 eV
Net charge ... -1
HOMO energy ... -4.5 eV
SMILES ... O=C([O-])[C@H]1SC1=O
Frontier orbital gap ... 7.92 eV

---

Stability, highest: <Q>